Record 1
C20H20N4O6S | ωB97M-V/def2-TZVPD

Atoms and positions in Å:
C1 -1.172 4.926 3.216
C2 -1.744 5.320 1.861
C3 -2.345 4.123 1.120
N1 -1.330 3.144 0.783
N2 -1.230 2.122 1.602
C4 -0.304 1.228 1.442
C5 -0.307 0.103 2.406
O1 0.663 -0.510 2.774
O2 -1.563 -0.235 2.772
C6 -1.661 -1.450 3.504
C7 -1.073 -2.621 2.698
O3 -0.580 -3.589 3.215
N3 -1.198 -2.415 1.351
C8 -0.333 -2.862 0.352
C9 0.500 -3.968 0.506
C10 1.404 -4.295 -0.490
C11 1.497 -3.532 -1.645
C12 0.653 -2.449 -1.788
S1 0.746 -1.410 -3.229
N4 -0.040 -2.366 -4.371
O4 -0.048 -0.234 -3.011
O5 2.110 -1.272 -3.646
C13 -0.262 -2.110 -0.819
C14 0.635 1.269 0.347
C15 1.624 0.308 0.106
C16 2.423 0.406 -1.011
C17 2.265 1.457 -1.912
C18 1.308 2.418 -1.686
C19 0.486 2.336 -0.561
C20 -0.528 3.365 -0.335
O6 -0.705 4.347 -1.028
H1 -0.378 4.191 3.106
H2 -1.948 4.496 3.847
H3 -0.762 5.797 3.720
H4 -0.965 5.761 1.237
H5 -2.529 6.065 1.994
H6 -2.802 4.460 0.187
H7 -3.082 3.616 1.745
H8 -1.113 -1.388 4.449
H9 -2.724 -1.602 3.698
H10 -1.729 -1.594 1.083
H11 0.451 -4.542 1.417
H12 2.052 -5.148 -0.356
H13 2.214 -3.750 -2.418
H14 0.559 -2.598 -5.146
H15 -0.900 -1.945 -4.684
H16 -0.881 -1.240 -0.978
H17 1.758 -0.504 0.803
H18 3.177 -0.344 -1.198
H19 2.889 1.501 -2.790
H20 1.158 3.244 -2.364

Properties
* strongest force on any atom: 1.20 eV/A
* HOMO-LUMO gap: 8.7 eV
* ΔE to the lowest compared entry with this formula, charge and spin: 0.0 kJ/mol
* E_tot: -1842.82976 Ha
* highest occupied orbital energy: -8.74 eV

Record 2
C20H20N4O7S | ωB97M-V/def2-TZVPD

Atoms and positions in Å:
C1 3.825 1.274 5.770
C2 3.201 0.368 4.714
N1 2.873 1.088 3.506
C3 1.872 2.128 3.540
C4 0.505 1.691 4.068
S1 3.055 0.279 2.070
O1 4.217 -0.550 2.186
O2 2.995 1.249 1.016
C5 1.615 -0.787 1.919
C6 1.565 -1.979 2.616
C7 0.428 -2.765 2.512
C8 -0.639 -2.366 1.724
C9 -0.574 -1.166 1.019
N2 -1.602 -0.699 0.197
C10 -2.736 -1.342 -0.177
O3 -3.095 -2.430 0.202
C11 -3.583 -0.507 -1.161
N3 -2.925 -0.288 -2.431
C12 -1.907 0.621 -2.639
O4 -1.412 1.314 -1.781
C13 -1.582 0.544 -4.084
C14 -0.638 1.227 -4.825
C15 -0.558 0.941 -6.182
C16 -1.407 -0.001 -6.751
N4 -1.298 -0.272 -8.176
O5 -2.045 -1.100 -8.640
O6 -0.469 0.352 -8.797
C17 -2.361 -0.698 -6.008
C18 -2.430 -0.406 -4.664
C19 -3.321 -0.943 -3.602
O7 -4.213 -1.738 -3.677
C20 0.568 -0.371 1.126
H1 4.189 0.670 6.597
H2 3.100 1.986 6.156
H3 4.660 1.820 5.339
H4 3.927 -0.387 4.408
H5 2.318 -0.140 5.128
H6 1.787 2.475 2.509
H7 2.251 2.957 4.146
H8 0.136 0.826 3.522
H9 -0.203 2.506 3.948
H10 0.559 1.439 5.124
H11 2.414 -2.282 3.206
H12 0.369 -3.700 3.047
H13 -1.518 -2.983 1.642
H14 -1.420 0.212 -0.220
H15 -4.504 -1.058 -1.364
H16 -3.813 0.461 -0.705
H17 0.011 1.954 -4.363
H18 0.158 1.442 -6.816
H19 -3.005 -1.426 -6.477
H20 0.659 0.559 0.587

Properties
* strongest force on any atom: 1.17 eV/A
* HOMO-LUMO gap: 7.3 eV
* E_tot: -1917.99326 Ha
* highest occupied orbital energy: -9.07 eV

Record 3
C20H20N6O4 | ωB97M-V/def2-TZVPD

Atoms and positions in Å:
C1 5.883 -1.389 -0.092
C2 4.602 -2.180 -0.336
N1 3.548 -1.740 0.543
C3 3.157 -2.284 1.708
N2 2.197 -1.615 2.308
C4 1.952 -0.564 1.495
C5 2.783 -0.608 0.382
C6 2.688 0.335 -0.688
O1 3.298 0.327 -1.741
N3 1.734 1.319 -0.399
C7 1.441 2.308 -1.424
C8 -0.036 2.278 -1.821
O2 -0.657 3.263 -2.121
N4 -0.548 1.009 -1.831
C9 -1.878 0.674 -1.938
C10 -3.011 1.523 -2.030
C11 -4.056 0.648 -2.082
C12 -5.521 0.853 -2.180
O3 -3.588 -0.612 -2.031
N5 -2.234 -0.590 -1.939
C13 0.926 1.421 0.734
O4 0.149 2.339 0.858
N6 1.048 0.433 1.680
C14 0.061 0.375 2.753
C15 -1.245 -0.131 2.194
C16 -1.389 -1.481 1.900
C17 -2.560 -1.950 1.333
C18 -3.596 -1.074 1.055
C19 -3.452 0.274 1.336
C20 -2.279 0.746 1.900
H1 6.673 -1.766 -0.735
H2 6.200 -1.479 0.945
H3 5.720 -0.340 -0.324
H4 4.767 -3.246 -0.159
H5 4.271 -2.027 -1.366
H6 3.583 -3.185 2.103
H7 2.073 2.076 -2.287
H8 1.667 3.314 -1.062
H9 0.064 0.218 -1.692
H10 -3.010 2.590 -2.049
H11 -5.742 1.915 -2.189
H12 -6.021 0.385 -1.334
H13 -5.904 0.395 -3.090
H14 0.462 -0.301 3.508
H15 -0.057 1.383 3.157
H16 -0.578 -2.161 2.120
H17 -2.666 -3.000 1.104
H18 -4.508 -1.444 0.612
H19 -4.252 0.964 1.112
H20 -2.159 1.800 2.100

Properties
* strongest force on any atom: 1.41 eV/A
* HOMO-LUMO gap: 9.3 eV
* ΔE to the lowest compared entry with this formula, charge and spin: 0.0 kJ/mol
* E_tot: -1403.70043 Ha
* highest occupied orbital energy: -8.70 eV

Record 4
C20H21AsBN8O5Rh | ωB97M-V/def2-TZVPD

Atoms and positions in Å:
Rh1 -1.277 -0.944 0.297
C1 -2.738 1.578 3.300
C2 -2.723 0.404 2.555
N1 -1.745 0.467 1.658
N2 -1.114 1.647 1.795
C3 -1.699 2.330 2.792
B1 0.083 1.900 0.855
N3 1.112 0.795 1.209
C4 2.309 0.944 1.801
C5 2.779 -0.302 2.159
C6 1.780 -1.187 1.754
N4 0.794 -0.500 1.196
N5 -0.488 1.688 -0.576
C7 -0.608 2.575 -1.574
C8 -1.323 1.990 -2.600
C9 -1.621 0.710 -2.144
N6 -1.108 0.557 -0.926
N7 0.802 3.214 0.868
C10 0.702 4.378 1.552
C11 1.699 5.216 1.120
C12 2.383 4.474 0.145
N8 1.838 3.288 0.004
H1 -3.406 1.834 4.097
H2 -3.360 -0.456 2.637
H3 -1.358 3.292 3.108
H4 2.757 1.905 1.931
H5 3.699 -0.536 2.653
H6 1.722 -2.252 1.870
H7 -0.193 3.558 -1.513
H8 -1.606 2.427 -3.534
H9 -2.184 -0.074 -2.618
H10 -0.054 4.543 2.289
H11 1.907 6.212 1.452
H12 3.235 4.765 -0.438
O1 -3.987 -6.339 0.029
C13 -3.305 -5.378 0.119
C14 -2.707 -4.553 -1.159
O2 -2.878 -4.982 -2.275
C15 -2.071 -3.431 -0.589
C16 -2.177 -3.447 0.880
O3 -1.701 -2.486 1.542
C17 -2.867 -4.621 1.351
O4 -3.123 -5.018 2.484
O5 -1.428 -2.457 -1.151
C18 0.696 -1.455 -3.579
As1 1.232 -1.265 -1.703
C19 2.565 0.184 -1.816
C20 2.440 -2.798 -1.515
H13 1.580 -1.733 -4.155
H14 0.294 -0.517 -3.959
H15 -0.054 -2.238 -3.667
H16 3.086 0.071 -2.768
H17 3.282 0.080 -1.002
H18 2.120 1.177 -1.766
H19 3.168 -2.753 -2.327
H20 1.878 -3.727 -1.585
H21 2.962 -2.754 -0.561

Properties
* strongest force on any atom: 3.83 eV/A
* HOMO-LUMO gap (spin up / spin down): 5.2 / 4.4 eV
* ΔE to the lowest compared entry with this formula, charge and spin: 285.8 kJ/mol
* E_tot: -3959.89007 Ha
* <S²>: 0.790
* net charge: +1
* highest occupied orbital energy (spin up / spin down): -11.09 / -10.87 eV
* spin multiplicity: 2

Record 5
C20H21BF2N | ωB97M-V/def2-TZVPD

Atoms and positions in Å:
C1 0.450 2.401 4.460
C2 -0.555 2.474 3.344
N1 -0.475 1.582 2.331
B1 0.703 0.486 2.341
H1 0.738 -0.248 1.342
C3 -1.391 1.630 1.339
C4 -1.331 0.636 0.219
C5 -2.400 2.587 1.319
C6 -2.488 3.521 2.344
C7 -1.545 3.448 3.365
H2 0.237 3.200 5.177
H3 0.418 1.441 4.992
H4 1.482 2.522 4.105
H5 1.772 1.062 2.393
H6 0.549 -0.238 3.306
H7 -2.151 0.836 -0.485
H8 -0.385 0.707 -0.336
H9 -1.432 -0.398 0.579
H10 -3.089 2.561 0.478
H11 -3.266 4.278 2.342
H12 -1.530 4.126 4.210
F1 -2.516 0.587 -3.366
C8 -2.189 -0.651 -2.845
C9 -3.240 -1.484 -2.459
C10 -2.898 -2.670 -1.784
C11 -1.610 -2.868 -1.317
C12 -0.564 -1.938 -1.619
C13 0.670 -2.046 -0.922
C14 1.940 -1.730 -1.494
C15 2.999 -2.688 -1.476
C16 4.233 -2.402 -2.043
C17 4.474 -1.158 -2.654
C18 3.412 -0.258 -2.734
F2 3.617 0.935 -3.393
C19 2.186 -0.480 -2.121
C20 -0.853 -0.954 -2.612
H13 -4.268 -1.235 -2.713
H14 -3.670 -3.421 -1.600
H15 -1.348 -3.764 -0.748
H16 0.664 -2.607 0.016
H17 2.789 -3.676 -1.055
H18 5.039 -3.142 -2.005
H19 5.447 -0.908 -3.072
H20 1.450 0.317 -2.065
H21 -0.071 -0.368 -3.083

Properties
* strongest force on any atom: 1.83 eV/A
* HOMO-LUMO gap: 5.7 eV
* ΔE to the lowest compared entry with this formula, charge and spin: 181.2 kJ/mol
* E_tot: -1053.73903 Ha
* net charge: +1
* highest occupied orbital energy: -12.03 eV

Record 6
C20H21BMnN6 | ωB97M-V/def2-TZVPD

Atoms and positions in Å:
H1 2.164 -0.614 2.443
N1 1.438 -1.674 0.776
B1 0.769 -3.421 -0.908
N2 1.541 -2.978 0.357
C1 2.428 -3.621 1.127
Mn1 0.386 -0.290 -0.271
H2 2.701 -4.639 0.883
C2 2.847 -2.757 2.127
H3 3.523 -2.965 2.932
C3 2.187 -1.540 1.896
H4 0.873 -4.613 -1.060
C4 -0.719 3.086 -1.789
H5 -0.880 4.084 -1.385
H6 -1.634 2.510 -1.662
H7 -0.429 3.097 -2.838
N3 1.344 -2.572 -2.049
N4 -0.719 -3.015 -0.807
N5 1.276 -1.202 -1.998
N6 -1.110 -1.737 -0.478
C5 1.953 -2.976 -3.171
C6 -1.794 -3.768 -1.070
H8 2.075 -4.042 -3.340
H9 -1.646 -4.781 -1.415
C7 2.302 -1.843 -3.899
C8 -2.935 -3.011 -0.813
C9 1.867 -0.739 -3.137
C10 -2.470 -1.739 -0.417
H10 2.786 -1.837 -4.858
H11 -3.947 -3.338 -0.879
H12 1.913 0.326 -3.310
H13 -3.019 -0.878 -0.077
H14 0.074 2.616 -1.210
C11 -3.136 3.874 1.977
C12 -3.333 2.623 1.344
C13 -2.260 1.774 1.090
C14 -0.934 2.148 1.415
C15 0.226 1.432 1.000
C16 1.469 1.847 1.429
C17 1.645 3.101 2.111
C18 0.544 3.877 2.419
C19 -0.759 3.416 2.115
C20 -1.859 4.264 2.347
H15 -3.972 4.552 2.167
H16 -4.350 2.352 1.042
H17 -2.434 0.815 0.606
H18 2.356 1.235 1.233
H19 2.655 3.439 2.362
H20 0.666 4.872 2.858
H21 -1.666 5.248 2.784

Properties
* strongest force on any atom: 2.29 eV/A
* HOMO-LUMO gap (spin up / spin down): 8.0 / 8.1 eV
* ΔE to the lowest compared entry with this formula, charge and spin: 2.7 kJ/mol
* E_tot: -2279.19204 Ha
* <S²>: 8.763
* highest occupied orbital energy (spin up / spin down): -7.39 / -7.58 eV
* spin multiplicity: 6

Record 7
C20H21CaN2O3PS2 | ωB97M-V/def2-TZVPD

Atoms and positions in Å:
Ca1 0.226 2.782 1.056
O1 -0.652 0.886 4.485
S1 -0.553 0.883 3.059
O2 -1.361 1.928 2.370
O3 0.822 0.989 2.518
C1 -1.198 -0.652 2.437
C2 -1.754 -1.493 3.390
C3 -2.292 -2.718 3.005
C4 -2.262 -3.093 1.679
C5 -1.704 -2.245 0.733
C6 -1.174 -1.005 1.078
P1 -0.424 0.044 -0.244
C7 -1.668 0.059 -1.576
C8 -1.313 0.676 -2.775
C9 -2.236 0.821 -3.797
C10 -3.541 0.383 -3.623
C11 -3.917 -0.187 -2.419
C12 -2.987 -0.346 -1.401
C13 0.939 -1.048 -0.810
C14 1.683 -0.707 -1.937
C15 2.788 -1.452 -2.312
C16 3.194 -2.540 -1.552
C17 2.477 -2.877 -0.413
C18 1.359 -2.139 -0.049
H1 -1.755 -1.184 4.422
H2 -2.725 -3.374 3.747
H3 -2.667 -4.049 1.374
H4 -1.674 -2.565 -0.300
H5 -0.320 1.088 -2.923
H6 -1.938 1.301 -4.718
H7 -4.266 0.506 -4.416
H8 -4.937 -0.505 -2.261
H9 -3.310 -0.776 -0.464
H10 1.434 0.166 -2.527
H11 3.347 -1.162 -3.190
H12 4.063 -3.112 -1.839
H13 2.780 -3.716 0.197
H14 0.821 -2.422 0.847
C19 -0.235 4.676 -0.411
H15 -1.215 5.143 -0.273
H16 -0.259 4.301 -1.444
H17 0.474 5.508 -0.439
N1 3.564 0.494 1.242
C20 3.403 1.817 1.073
N2 3.655 2.598 2.138
S2 2.891 2.489 -0.391
H18 3.471 0.108 2.169
H19 3.215 -0.091 0.497
H20 4.008 2.217 3.000
H21 3.724 3.594 1.987

Properties
* strongest force on any atom: 1.33 eV/A
* HOMO-LUMO gap: 7.1 eV
* ΔE to the lowest compared entry with this formula, charge and spin: 13.8 kJ/mol
* E_tot: -2925.38924 Ha
* highest occupied orbital energy: -6.87 eV

Record 8
C20H21Cl2N5OSc | ωB97M-V/def2-TZVPD

Atoms and positions in Å:
Sc1 -0.456 -0.265 0.838
Cl1 -1.918 1.043 2.662
C1 -2.229 -0.433 3.640
Cl2 -1.710 -1.880 2.715
H1 -3.298 -0.505 3.804
H2 -1.645 -0.371 4.550
C2 -1.089 5.192 -0.256
C3 -2.044 4.677 -1.130
C4 -2.185 3.310 -1.291
C5 -1.350 2.474 -0.553
C6 -0.393 2.981 0.328
C7 -0.256 4.350 0.476
N1 -1.413 1.060 -0.635
N2 -2.037 0.543 -1.583
C8 -2.103 -0.877 -1.576
C9 -2.777 -1.458 -2.628
C10 -2.909 -2.845 -2.642
C11 -2.368 -3.582 -1.603
C12 -1.705 -2.917 -0.582
N3 -1.562 -1.586 -0.558
H3 -0.993 6.265 -0.146
H4 -2.686 5.350 -1.682
H5 -2.933 2.903 -1.956
H6 0.287 2.329 0.881
H7 0.488 4.760 1.144
H8 -3.195 -0.833 -3.404
H9 -3.438 -3.335 -3.450
H10 -2.461 -4.659 -1.567
H11 -1.281 -3.473 0.246
C13 2.922 -0.234 3.645
C14 2.191 -0.816 2.491
O1 1.034 -0.383 2.165
N4 2.713 -1.784 1.771
C15 2.035 -2.346 0.603
C16 2.109 -1.430 -0.597
C17 3.092 -1.634 -1.544
C18 3.222 -0.743 -2.603
C19 2.361 0.336 -2.669
C20 1.387 0.470 -1.697
N5 1.235 -0.395 -0.677
H12 2.223 0.283 4.296
H13 3.655 0.487 3.274
H14 3.458 -1.001 4.204
H15 3.622 -2.145 2.032
H16 1.005 -2.595 0.886
H17 2.511 -3.297 0.376
H18 3.758 -2.482 -1.454
H19 3.988 -0.890 -3.353
H20 2.431 1.069 -3.460
H21 0.710 1.311 -1.734

Properties
* strongest force on any atom: 0.65 eV/A
* HOMO-LUMO gap: 6.9 eV
* ΔE to the lowest compared entry with this formula, charge and spin: 2.6 kJ/mol
* E_tot: -2804.04372 Ha
* net charge: +3
* highest occupied orbital energy: -17.64 eV

- Which value of strongest force on any atom does entry 8 give?
  0.65 eV/A